No. 1
59
Properties=species:S:1:pos:R:3 method="wB97M-V/def2-TZVPD" e_homo_ev="-10.499 / -10.607" spin_multiplicity=7 e_lumo_ha="-0.1466 / -0.1464" s2=12.71 total_charge=+1
C 0.44 1.74 1.13
C -0.62 2.20 0.26
C -1.80 2.41 1.06
H -0.54 2.48 -0.79
C -1.46 2.06 2.42
C -0.09 1.66 2.45
H 0.48 1.41 3.35
H 1.46 1.55 0.82
H -2.75 2.85 0.77
H -2.10 2.17 3.30
Tb -1.36 -0.14 1.23
C -2.26 -1.54 -0.28
H -3.06 -1.67 0.48
H -1.62 -2.43 -0.42
H -2.77 -1.43 -1.24
Si -0.42 -0.59 -2.65
C 1.26 -0.24 -3.25
C 1.98 0.92 -2.91
H 1.48 1.75 -2.40
C 3.35 0.96 -3.18
H 3.91 1.88 -2.91
C 3.94 -0.14 -3.76
H 5.02 -0.15 -3.88
C 3.22 -1.26 -4.22
H 3.65 -2.05 -4.83
C 1.87 -1.33 -3.91
H 1.23 -2.21 -4.18
C -1.56 0.85 -2.95
C -1.16 1.48 -4.16
H -0.37 1.05 -4.79
C -1.68 2.71 -4.52
H -1.28 3.23 -5.41
C -2.71 3.26 -3.72
H -3.13 4.25 -4.02
C -3.25 2.57 -2.62
H -4.11 3.01 -2.07
C -2.64 1.35 -2.22
H -2.99 0.85 -1.31
H -0.22 -0.52 -1.05
H -0.65 -1.83 -3.34
N -1.85 -0.74 3.48
C -0.65 -1.21 4.10
C -0.49 -1.12 5.46
C 0.68 -1.60 6.04
C 1.66 -2.21 5.29
C 1.54 -2.27 3.87
C 2.55 -2.75 2.99
C 2.50 -2.48 1.63
C 1.41 -1.77 1.10
N 0.34 -1.45 1.90
C 0.38 -1.69 3.27
H -2.54 -1.47 3.25
H -2.32 0.01 3.97
H -1.29 -0.69 6.06
H 0.82 -1.52 7.12
H 2.56 -2.63 5.74
H 3.39 -3.29 3.44
H 3.32 -2.79 0.95
H 1.34 -1.48 0.04

---

No. 2
59
Properties=species:S:1:pos:R:3 method="wB97M-V/def2-TZVPD" e_homo_ev="-10.854 / -10.680" spin_multiplicity=3 e_lumo_ha="-0.1579 / -0.1559" s2=2.05 total_charge=+1
C 0.75 2.69 1.48
C -0.19 2.81 0.43
C -1.48 2.63 0.97
H 0.03 3.00 -0.61
C -1.34 2.39 2.36
C 0.04 2.43 2.68
H 0.47 2.29 3.66
H 1.82 2.77 1.39
H -2.40 2.64 0.41
H -2.14 2.22 3.06
V -0.32 0.69 1.25
C -1.81 -3.13 -4.19
H -2.51 -3.13 -3.36
H -2.10 -2.35 -4.89
H -0.81 -2.94 -3.82
Si -0.40 -0.20 -1.10
C 1.27 -0.21 -2.02
C 2.06 0.94 -2.07
H 1.71 1.85 -1.60
C 3.30 0.94 -2.70
H 3.89 1.85 -2.73
C 3.78 -0.22 -3.28
H 4.75 -0.23 -3.76
C 3.02 -1.38 -3.24
H 3.38 -2.29 -3.69
C 1.77 -1.37 -2.62
H 1.18 -2.27 -2.61
C -1.55 0.87 -2.18
C -1.15 1.39 -3.41
H -0.19 1.12 -3.82
C -1.97 2.26 -4.13
H -1.63 2.65 -5.09
C -3.22 2.61 -3.64
H -3.85 3.28 -4.21
C -3.64 2.10 -2.42
H -4.61 2.37 -2.03
C -2.81 1.25 -1.70
H -3.16 0.88 -0.75
H -0.89 -1.61 -1.35
H -1.84 -4.09 -4.69
N 1.55 -0.22 1.43
C 1.62 -1.00 2.61
C 2.78 -1.67 3.01
C 2.77 -2.46 4.17
C 1.60 -2.58 4.93
C 0.43 -1.92 4.52
C -0.77 -2.01 5.24
C -1.90 -1.32 4.78
C -1.82 -0.55 3.62
N -0.64 -0.47 2.94
C 0.46 -1.13 3.36
H 2.35 0.43 1.34
H 1.77 -0.82 0.62
H 3.69 -1.59 2.42
H 3.67 -2.98 4.48
H 1.60 -3.19 5.82
H -0.83 -2.60 6.14
H -2.84 -1.39 5.33
H -2.69 -0.02 3.26

---

No. 3
70
Properties=species:S:1:pos:R:3 method="wB97M-V/def2-TZVPD" e_homo_ev=-8.141 spin_multiplicity=1 e_lumo_ha=-0.0037
Al 0.49 0.16 0.78
O 4.14 -1.14 0.26
C 4.00 -2.47 0.14
C 5.15 -3.23 -0.08
C 5.05 -4.61 -0.23
C 3.82 -5.25 -0.14
C 2.69 -4.49 0.09
C 2.76 -3.11 0.23
C 1.48 -2.32 0.40
O 1.62 -1.17 1.16
N 1.00 -1.95 -0.96
N 0.32 -0.79 -1.06
C -0.09 -0.32 -2.17
C -0.88 0.90 -2.28
Br -1.32 1.78 -0.66
C -1.32 1.35 -3.45
C -2.07 2.60 -3.70
C -3.28 2.57 -4.38
C -3.97 3.75 -4.63
C -3.45 4.96 -4.21
C -2.23 5.00 -3.54
C -1.54 3.82 -3.29
H 3.29 -0.79 0.62
H 6.10 -2.72 -0.14
H 5.95 -5.18 -0.41
H 3.75 -6.32 -0.25
H 1.72 -4.97 0.18
H 0.73 -2.97 0.86
H 1.44 -2.34 -1.79
H 0.14 -0.84 -3.10
H -1.07 0.74 -4.32
H -3.68 1.62 -4.71
H -4.92 3.71 -5.15
H -3.99 5.88 -4.40
H -1.81 5.95 -3.23
H -0.58 3.84 -2.78
C 1.62 2.71 3.14
C 0.49 1.79 3.47
C -0.12 1.76 4.70
C -1.14 0.83 4.93
C -1.57 -0.02 3.95
C -0.95 0.07 2.68
N 0.08 0.96 2.50
N -1.17 -0.62 1.54
Si -2.50 -1.70 1.25
C -2.75 -1.89 -0.59
C -2.19 -3.39 1.97
C -4.10 -1.03 1.96
H 1.87 3.34 4.00
H 1.36 3.35 2.30
H 2.50 2.15 2.85
H 0.21 2.43 5.48
H -1.61 0.78 5.91
H -2.34 -0.75 4.12
H -1.86 -2.29 -1.08
H -3.03 -0.94 -1.06
H -3.57 -2.60 -0.76
H -1.30 -3.85 1.51
H -3.04 -4.04 1.77
H -2.03 -3.35 3.05
H -4.15 0.06 1.87
H -4.24 -1.28 3.02
H -4.94 -1.45 1.41
Cl 3.27 4.46 -0.67
C 3.53 2.70 -0.74
Cl 4.43 2.20 0.69
Cl 4.47 2.28 -2.18
C 2.11 2.04 -0.88
O 1.50 2.29 -1.89
O 1.74 1.31 0.11

---

No. 4
90
Properties=species:S:1:pos:R:3 method="wB97M-V/def2-TZVPD" e_homo_ev=-9.879 spin_multiplicity=1 e_lumo_ha=-0.3226 total_charge=+2
C 8.99 1.75 -1.14
C 8.25 0.42 -1.59
I 9.64 -0.63 -2.88
C 6.93 0.85 -2.33
N 5.99 -0.32 -2.36
Br 6.17 -1.02 -4.16
C 4.60 0.11 -2.24
N 3.68 -0.39 -3.15
P 2.69 -1.76 -2.60
N 2.24 -1.60 -0.97
O 1.19 -1.52 -3.49
N 4.20 0.98 -1.28
S 2.63 1.63 -1.02
O 1.61 1.19 -1.93
O 2.29 1.22 0.30
C 2.38 3.55 -0.95
F 1.03 3.84 -1.28
F 2.53 3.90 0.45
C 3.49 4.42 -1.73
F 3.30 5.81 -1.37
F 4.69 4.14 -1.26
C 3.56 4.25 -3.27
F 4.74 4.79 -3.64
F 3.59 2.99 -3.69
C 2.49 5.01 -4.12
F 1.27 4.54 -3.98
F 2.55 6.32 -3.95
F 2.83 4.81 -5.39
H 10.02 1.75 -1.51
H 8.97 1.81 -0.05
H 8.48 2.63 -1.57
H 8.00 -0.15 -0.69
H 6.55 1.73 -1.78
H 7.19 1.22 -3.33
H 3.15 0.33 -3.64
H 3.01 -1.73 -0.32
H 1.43 -2.17 -0.73
H 1.48 -1.43 -4.42
H 4.91 1.30 -0.63
C -0.48 3.26 2.88
C 0.15 2.38 2.00
C -0.17 1.04 2.01
C -1.11 0.56 2.91
C -1.74 1.43 3.80
C -1.43 2.78 3.77
C -2.72 0.92 4.80
O -3.26 1.68 5.57
C -3.00 -0.54 4.84
C -3.86 -1.05 5.80
C -4.13 -2.41 5.84
C -3.55 -3.27 4.92
C -2.69 -2.77 3.95
C -2.40 -1.41 3.92
C -1.44 -0.90 2.91
O -0.93 -1.64 2.09
H -0.24 4.32 2.86
H 0.90 2.73 1.30
H 0.32 0.36 1.33
H -1.92 3.47 4.46
H -4.31 -0.38 6.52
H -4.80 -2.80 6.60
H -3.77 -4.33 4.95
H -2.23 -3.44 3.24
Cl -0.27 -2.50 -2.75
C -5.07 -1.78 1.68
C -5.84 -1.80 0.38
O -6.76 -2.57 0.23
C -5.43 -0.85 -0.71
H -5.49 -2.52 2.36
H -4.02 -2.03 1.49
H -5.15 -0.80 2.14
H -4.40 -1.05 -1.01
H -5.52 0.18 -0.36
H -6.07 -0.99 -1.57
O -7.53 1.11 -1.34
H -7.75 0.24 -1.04
K 1.78 5.91 -0.39
F -2.17 -1.41 -3.54
C -4.51 -5.09 0.85
C -3.30 -5.21 0.02
N -2.38 -5.31 -0.62
H -5.23 -4.44 0.35
H -4.96 -6.07 0.99
H -4.26 -4.67 1.82
Li -7.00 2.43 -2.86
Al 9.69 -3.45 -3.22
N -7.85 -5.70 -0.56
O -6.66 -5.98 -0.39
O -8.35 -5.82 -1.67
O -8.52 -5.30 0.38

---

No. 5
79
Properties=species:S:1:pos:R:3 method="wB97M-V/def2-TZVPD" e_homo_ev="-14.394 / -14.394" spin_multiplicity=2 e_lumo_ha="-0.3778 / -0.4007" s2=0.76 total_charge=+3
V 0.51 0.25 0.21
C -3.00 1.35 2.69
C -1.82 0.72 2.05
N -1.13 1.24 1.11
O -1.59 2.38 0.55
B -0.68 2.79 -0.50
F -0.30 1.49 -1.20
F -1.22 3.67 -1.34
O 0.61 3.23 0.06
N 1.43 2.18 0.27
C 2.66 2.49 0.36
C 3.10 3.91 0.33
C 3.17 0.43 1.71
N 1.80 -0.14 1.52
O 1.74 -1.19 2.31
B 1.29 -2.55 1.69
F 1.58 -3.50 2.59
F 1.93 -2.64 0.47
O -0.19 -2.39 1.53
N -0.54 -1.09 1.50
C -1.41 -0.68 2.34
C -2.03 -1.50 3.40
C 4.17 -0.70 1.93
H -3.16 2.36 2.33
H -2.86 1.36 3.77
H -3.89 0.74 2.50
H 2.64 4.42 -0.52
H 4.18 4.03 0.29
H 2.72 4.41 1.23
H -1.51 -2.44 3.52
H -3.08 -1.69 3.16
H -2.01 -0.94 4.35
H 5.19 -0.31 1.95
H 4.09 -1.44 1.12
H 3.99 -1.21 2.87
O -0.63 -3.76 -1.04
C -0.14 -3.64 -2.29
C -0.20 -4.80 -3.07
C 0.23 -4.80 -4.38
C 0.74 -3.64 -4.96
C 0.80 -2.49 -4.20
C 0.38 -2.47 -2.86
C 0.53 -1.14 -2.18
O 0.07 -1.10 -0.82
N 1.95 -0.78 -2.12
N 2.22 0.04 -1.08
C 3.40 0.39 -0.77
C 3.58 1.28 0.46
Br 3.10 1.57 3.29
C 5.01 1.72 0.66
C 5.95 2.09 -0.26
C 7.26 2.38 0.26
C 8.28 2.75 -0.58
C 8.01 2.89 -1.95
C 6.73 2.65 -2.49
C 5.71 2.25 -1.67
H -0.40 -3.01 -0.48
H -0.60 -5.69 -2.61
H 0.18 -5.72 -4.95
H 1.08 -3.64 -5.98
H 1.18 -1.58 -4.64
H 0.00 -0.36 -2.72
H 2.59 -1.57 -2.23
H 4.26 0.03 -1.32
H 5.31 1.79 1.70
H 7.43 2.28 1.32
H 9.27 2.96 -0.20
H 8.81 3.19 -2.61
H 6.57 2.79 -3.55
H 4.72 2.10 -2.08
I -6.68 0.81 -6.25
C -5.89 -0.06 -4.65
C -6.52 -1.02 -3.82
N -5.64 -1.31 -2.89
N -4.44 -0.63 -3.02
C -4.59 0.12 -4.07
H -7.50 -1.47 -3.87
H -5.74 -1.98 -2.15
H -3.80 0.77 -4.40

---

No. 6
70
Properties=species:S:1:pos:R:3 method="wB97M-V/def2-TZVPD" e_homo_ev=-9.875 spin_multiplicity=1 e_lumo_ha=-0.1295 total_charge=+1
Be -0.01 -0.72 0.25
N -0.89 2.17 -3.09
C -0.57 1.04 -2.44
N -0.59 0.91 -1.16
C -1.02 1.95 -0.37
N -1.17 1.78 0.90
N -0.82 0.50 1.28
C -1.15 0.14 2.46
C -0.72 -1.19 2.87
C -1.04 -1.75 4.10
C -0.55 -3.02 4.39
C 0.24 -3.66 3.46
C 0.51 -3.02 2.25
N 0.03 -1.82 1.95
C -1.31 3.24 -0.99
C -1.66 4.37 -0.25
C -1.93 5.56 -0.90
C -1.87 5.62 -2.30
C -1.53 4.52 -3.04
C -1.24 3.32 -2.38
H -0.88 2.19 -4.10
H -0.29 0.19 -3.05
H -1.70 0.81 3.11
H -1.65 -1.20 4.80
H -0.79 -3.49 5.33
H 0.65 -4.64 3.64
H 1.14 -3.49 1.51
H -1.71 4.30 0.82
H -2.20 6.44 -0.33
H -2.09 6.55 -2.80
H -1.48 4.57 -4.12
C 4.59 0.61 -1.69
N 3.26 0.01 -1.65
C 3.10 -1.18 -2.47
C 2.42 0.21 -0.60
N 1.62 -0.72 -0.16
N 2.39 1.45 -0.04
C 2.62 2.66 -0.81
C 2.15 1.64 1.38
H 5.33 -0.19 -1.71
H 4.76 1.21 -0.80
H 4.72 1.23 -2.58
H 3.56 -0.99 -3.44
H 2.05 -1.42 -2.61
H 3.60 -2.05 -2.03
H 1.86 -1.65 -0.50
H 2.63 2.44 -1.87
H 3.57 3.15 -0.54
H 1.81 3.37 -0.61
H 2.05 0.68 1.86
H 1.25 2.23 1.56
H 3.00 2.18 1.82
S 1.00 -7.26 0.07
C 0.62 -5.71 -0.33
S -0.97 -4.97 -0.22
C -0.32 -3.45 -0.77
N 0.95 -3.49 -1.03
N 1.46 -4.75 -0.79
C 2.85 -4.93 -1.08
C 3.23 -5.29 -2.36
C 4.58 -5.41 -2.66
C 5.53 -5.18 -1.67
C 5.14 -4.83 -0.39
C 3.79 -4.71 -0.08
S -1.26 -2.00 -0.89
H 2.47 -5.47 -3.11
H 4.89 -5.69 -3.65
H 6.58 -5.28 -1.90
H 5.88 -4.67 0.38
H 3.47 -4.46 0.92

---

No. 7
60
Properties=species:S:1:pos:R:3 method="wB97M-V/def2-TZVPD" e_homo_ev="-6.928 / -7.687" spin_multiplicity=5 e_lumo_ha="0.0205 / -0.0804" s2=6.01
C -1.05 -1.85 2.81
C -0.95 -2.12 1.42
C 0.41 -2.21 1.06
H -1.77 -2.21 0.72
C 1.20 -2.09 2.27
C 0.29 -1.81 3.37
H 0.54 -1.84 4.43
H -1.96 -1.69 3.41
H 0.82 -2.33 0.05
H 2.29 -2.01 2.29
Rh 0.07 -0.44 2.03
Cl 1.57 1.18 1.12
P 0.14 0.29 -1.79
C 1.22 -0.77 -2.83
C 0.80 -1.48 -3.96
H -0.24 -1.44 -4.28
C 1.71 -2.24 -4.70
H 1.37 -2.78 -5.58
C 3.05 -2.30 -4.30
H 3.76 -2.89 -4.88
C 3.48 -1.60 -3.17
H 4.52 -1.64 -2.86
C 2.57 -0.86 -2.42
H 2.88 -0.34 -1.52
C -1.50 -0.14 -2.51
C -2.13 -1.28 -1.98
H -1.63 -1.86 -1.19
C -3.38 -1.67 -2.45
H -3.86 -2.56 -2.04
C -4.01 -0.94 -3.47
H -4.98 -1.25 -3.84
C -3.39 0.19 -4.00
H -3.87 0.77 -4.79
C -2.14 0.60 -3.51
H -1.67 1.49 -3.92
C 0.44 1.93 -2.59
C 1.15 2.12 -3.79
H 1.58 1.28 -4.31
C 1.29 3.41 -4.31
H 1.84 3.55 -5.24
C 0.75 4.51 -3.63
H 0.87 5.51 -4.04
C 0.06 4.32 -2.43
H -0.37 5.17 -1.91
C -0.08 3.04 -1.90
H -0.58 2.89 -0.95
C 1.35 0.64 6.44
C 0.00 0.41 5.71
C -0.66 -0.81 6.37
C -0.98 1.57 5.94
O 0.29 0.33 4.39
H 1.25 0.76 7.53
H 1.87 1.49 5.97
H 1.99 -0.22 6.23
H -0.85 -0.65 7.44
H -1.62 -1.04 5.89
H 0.01 -1.66 6.28
H -0.60 2.49 5.48
H -1.95 1.36 5.45
H -1.19 1.73 7.01

---

no.,E (eV)
1,-61738.93604
2,-64993.71934
3,-164711.51329
4,-218937.81197
5,-168704.83674
6,-76276.68918
7,-55330.23737